1.
73
Properties=species:S:1:pos:R:3 method="wB97M-V/def2-TZVPD" lumo_ev=-4.5 charge=+2 de_lowest_ev=4.2883 e_tot_ha=-1353.1333 homo_lumo_gap_ev=9.552
Ba -0.41 -0.24 -0.51
C -0.13 -3.36 -2.26
O 0.18 -2.00 -1.95
C 1.50 -1.67 -2.26
C 1.90 -0.23 -2.00
N 1.60 0.21 -0.66
C 2.44 1.36 -0.28
C 2.53 1.48 1.26
O 2.94 0.17 1.70
C 3.59 0.32 2.93
H -0.45 -3.62 -3.26
H -0.88 -3.68 -1.52
H 0.58 -4.10 -1.89
H 1.73 -1.86 -3.31
H 2.22 -2.27 -1.71
H 1.43 0.30 -2.83
H 2.96 -0.11 -2.17
H 2.04 -0.46 -0.05
H 2.09 2.29 -0.72
H 3.46 1.19 -0.63
H 1.81 2.04 1.85
H 3.40 2.12 1.37
H 3.75 -0.72 3.20
H 2.94 0.83 3.64
H 4.57 0.72 2.64
C -3.92 1.95 -1.18
O -2.95 1.37 -0.35
C -3.77 0.57 0.63
C -2.70 -0.26 1.46
N -2.05 -1.33 0.63
C -1.58 -2.30 1.65
C -0.46 -3.23 1.10
O 0.55 -2.45 0.43
C 1.84 -2.85 0.90
H -4.27 1.31 -2.00
H -3.48 2.86 -1.59
H -4.86 2.31 -0.77
H -4.57 -0.01 0.17
H -4.28 1.24 1.33
H -3.23 -0.83 2.22
H -2.04 0.40 2.02
H -2.71 -1.80 0.03
H -2.28 -3.04 2.05
H -1.05 -1.75 2.43
H -0.96 -3.91 0.40
H 0.03 -3.82 1.87
H 2.55 -2.36 0.23
H 2.04 -3.92 0.76
H 2.05 -2.53 1.92
C -0.35 0.43 -4.12
O -0.51 0.87 -2.75
C -0.09 2.25 -2.66
C -0.72 2.85 -1.33
N -0.15 2.02 -0.19
C -1.07 2.26 0.92
C -0.46 1.67 2.23
O -0.02 0.35 2.09
C 0.78 -0.21 3.13
H -1.07 0.75 -4.88
H -0.46 -0.65 -4.07
H 0.67 0.73 -4.37
H -0.48 2.79 -3.52
H 1.00 2.29 -2.68
H -1.81 2.70 -1.33
H -0.65 3.93 -1.27
H 0.70 2.52 0.03
H -2.09 1.91 0.74
H -1.21 3.32 1.12
H -1.17 1.73 3.06
H 0.44 2.25 2.42
H 1.33 -1.11 2.84
H 0.13 -0.37 4.00
H 1.55 0.40 3.59


2.
73
Properties=species:S:1:pos:R:3 method="wB97M-V/def2-TZVPD" lumo_ev=2.7 charge=-1 de_lowest_ev=1.8294 e_tot_ha=-1788.5947 homo_lumo_gap_ev=6.436
Cl 0.00 -2.30 1.00
C 1.27 0.58 -1.10
O -0.09 0.92 -1.06
C -0.24 2.32 -0.91
C -1.73 2.64 -0.84
N -2.52 1.71 -0.04
C -1.95 1.59 1.31
C -2.84 0.75 2.18
O -2.93 -0.56 1.67
C -3.17 -1.51 2.66
H 1.98 1.14 -0.49
H 1.62 0.79 -2.13
H 1.30 -0.51 -1.00
H 0.27 2.85 -1.72
H 0.22 2.70 0.01
H -2.05 2.67 -1.89
H -1.90 3.64 -0.42
H -3.41 2.16 0.13
H -1.91 2.58 1.79
H -0.95 1.19 1.38
H -3.83 1.21 2.38
H -2.35 0.70 3.16
H -2.29 -1.70 3.29
H -3.41 -2.47 2.21
H -4.05 -1.25 3.27
C -0.61 2.99 4.10
O 0.12 2.20 3.17
C 0.89 1.18 3.76
C 1.80 0.53 2.73
N 2.69 1.59 2.22
C 3.87 1.09 1.54
C 4.70 2.26 1.00
O 3.85 2.95 0.09
C 4.52 3.90 -0.73
H -1.39 2.33 4.49
H -1.02 3.81 3.52
H 0.03 3.36 4.91
H 0.23 0.40 4.17
H 1.43 1.56 4.64
H 1.23 0.04 1.93
H 2.35 -0.30 3.17
H 2.20 2.14 1.53
H 3.66 0.49 0.64
H 4.49 0.51 2.22
H 5.55 1.84 0.45
H 5.01 3.00 1.75
H 4.67 3.55 -1.75
H 5.52 4.11 -0.34
H 3.93 4.81 -0.67
C -0.88 0.27 -4.65
O -0.51 -0.69 -3.68
C 0.49 -1.56 -4.13
C 0.65 -2.73 -3.16
N -0.64 -3.33 -2.84
C -0.42 -4.42 -1.89
C -1.70 -5.07 -1.42
O -2.50 -4.10 -0.79
C -3.72 -4.59 -0.34
H -1.35 1.12 -4.15
H -1.66 -0.23 -5.24
H -0.08 0.62 -5.31
H 1.44 -1.03 -4.26
H 0.28 -1.99 -5.12
H 1.06 -2.36 -2.22
H 1.36 -3.44 -3.62
H -0.93 -3.78 -3.70
H 0.18 -4.08 -1.03
H 0.17 -5.26 -2.30
H -1.55 -5.89 -0.71
H -2.17 -5.52 -2.31
H -4.27 -3.84 0.24
H -3.58 -5.43 0.36
H -4.43 -4.81 -1.14


3.
73
Properties=species:S:1:pos:R:3 method="wB97M-V/def2-TZVPD" lumo_ev=2.9 charge=-1 de_lowest_ev=12.0759 e_tot_ha=-1788.2182 homo_lumo_gap_ev=6.094
Cl -15.46 19.53 12.24
C -8.81 20.31 15.62
O -10.03 20.73 16.09
C -10.14 20.93 17.52
C -11.48 21.48 17.85
N -12.57 20.76 17.17
C -13.89 21.24 17.50
C -15.03 20.40 16.88
O -14.69 20.21 15.52
C -15.67 19.58 14.70
H -7.96 20.98 15.76
H -8.85 20.25 14.53
H -8.46 19.32 15.93
H -9.35 21.56 17.93
H -9.91 20.02 18.07
H -11.55 22.54 17.60
H -11.55 21.34 18.93
H -12.54 19.76 17.32
H -14.07 22.26 17.17
H -13.96 21.15 18.58
H -15.96 20.97 16.84
H -15.22 19.42 17.32
H -15.40 19.36 13.67
H -16.55 20.21 14.78
H -15.96 18.61 15.11
C -15.05 23.38 15.89
O -14.31 22.59 14.93
C -14.95 22.51 13.73
C -13.94 22.05 12.64
N -13.52 20.69 12.94
C -12.62 20.14 11.93
C -11.32 20.98 11.79
O -10.70 21.05 13.08
C -9.66 22.01 13.11
H -15.95 22.88 16.24
H -15.39 24.36 15.57
H -14.42 23.61 16.75
H -15.42 23.45 13.43
H -15.70 21.73 13.89
H -13.16 22.82 12.57
H -14.34 21.98 11.63
H -14.38 20.19 12.78
H -13.08 20.05 10.94
H -12.46 19.10 12.21
H -11.49 21.92 11.27
H -10.66 20.36 11.19
H -8.79 21.64 12.58
H -9.33 22.08 14.15
H -9.96 23.01 12.79
C -14.25 23.90 9.43
O -14.74 22.63 9.03
C -14.29 21.55 9.74
C -14.71 20.24 9.15
N -14.26 19.09 9.92
C -12.91 18.73 9.81
C -12.51 17.46 10.54
O -13.10 16.25 10.00
C -12.38 15.68 8.89
H -14.29 24.04 10.51
H -14.83 24.71 8.98
H -13.25 24.19 9.10
H -14.48 21.64 10.81
H -13.20 21.62 9.71
H -14.20 20.22 8.19
H -15.77 20.26 8.90
H -14.71 19.00 10.83
H -12.24 19.56 10.03
H -12.73 18.57 8.75
H -12.72 17.43 11.61
H -11.43 17.50 10.67
H -12.29 16.37 8.05
H -13.14 15.01 8.48
H -11.43 15.19 9.11


4.
90
Properties=species:S:1:pos:R:3 method="wB97M-V/def2-TZVPD" lumo_ev=-6.9 charge=+2 de_lowest_ev=5.2401 e_tot_ha=-5791.1153 homo_lumo_gap_ev=5.246
K 11.87 -5.95 3.58
K 6.27 -4.69 5.03
K 6.07 -9.00 13.24
N 9.33 -8.53 7.39
S 10.37 -8.66 8.70
O 11.50 -9.61 8.59
O 9.82 -8.28 10.01
F 11.29 -7.31 8.35
S 8.88 -10.00 7.48
O 8.27 -10.45 8.73
O 9.67 -10.98 6.73
F 7.58 -9.87 6.52
C 9.80 -21.04 -2.61
C 9.07 -20.18 -1.52
O 9.56 -20.67 -0.29
P 8.96 -20.06 1.08
O 8.42 -18.68 0.93
O 7.96 -21.27 1.54
C 7.08 -21.10 2.60
C 7.68 -22.06 3.57
O 10.21 -20.25 2.12
C 10.74 -19.05 2.78
C 10.00 -18.79 4.15
H 10.88 -21.04 -2.47
H 9.45 -22.07 -2.55
H 9.59 -20.73 -3.63
H 9.34 -19.13 -1.58
H 7.98 -20.17 -1.57
H 6.97 -20.05 2.87
H 6.07 -21.42 2.35
H 8.77 -22.14 3.54
H 7.43 -21.73 4.58
H 7.45 -23.12 3.46
H 11.81 -19.11 2.99
H 10.64 -18.18 2.12
H 10.50 -17.90 4.54
H 8.93 -18.59 4.19
H 10.18 -19.67 4.77
C 0.32 -13.77 8.85
C 1.83 -13.68 9.28
O 2.29 -14.96 9.40
P 2.64 -15.90 8.13
O 3.20 -15.25 6.92
O 3.69 -17.00 8.62
C 3.85 -17.39 10.00
C 4.42 -18.77 10.06
O 1.20 -16.62 8.03
C 0.74 -17.31 6.89
C -0.64 -16.76 6.74
H -0.15 -14.56 9.44
H -0.17 -12.80 8.94
H 0.41 -13.92 7.77
H 2.43 -13.18 8.53
H 1.92 -13.10 10.20
H 4.52 -16.64 10.42
H 2.85 -17.27 10.42
H 3.62 -19.17 9.44
H 5.42 -18.82 9.64
H 4.29 -19.31 11.00
H 1.35 -17.12 6.00
H 0.64 -18.39 7.04
H -1.13 -16.87 7.70
H -0.56 -15.69 6.51
H -1.24 -17.27 5.98
C 17.20 -0.36 11.97
C 17.06 1.11 11.58
O 17.86 1.83 12.50
P 17.80 3.45 12.42
O 18.00 3.98 11.07
O 18.91 3.90 13.48
C 19.60 5.16 13.36
C 21.09 4.86 13.21
O 16.36 3.88 13.07
C 15.60 3.12 14.01
C 14.28 2.90 13.34
H 18.22 -0.75 11.93
H 16.79 -0.60 12.95
H 16.66 -1.04 11.32
H 17.39 1.26 10.55
H 16.03 1.44 11.72
H 19.22 5.71 12.49
H 19.29 5.72 14.24
H 21.28 4.32 12.28
H 21.45 5.88 13.29
H 21.45 4.28 14.06
H 16.01 2.13 14.20
H 15.48 3.63 14.97
H 14.24 2.45 12.35
H 13.70 2.30 14.03
H 13.79 3.83 13.04


5.
88
Properties=species:S:1:pos:R:3 method="wB97M-V/def2-TZVPD" lumo_ev=-2.0 charge=0 de_lowest_ev=5.5648 e_tot_ha=-4591.6035 homo_lumo_gap_ev=6.470
K 16.47 11.13 -17.59
N 19.50 10.92 -21.65
S 19.88 11.63 -22.94
O 19.10 11.42 -24.15
O 21.19 12.24 -23.09
F 19.09 13.00 -22.48
S 20.31 9.48 -22.27
O 21.61 9.26 -21.66
O 20.11 8.98 -23.60
F 19.32 8.56 -21.41
C 12.54 2.11 -20.32
C 12.73 2.92 -19.08
O 11.56 3.56 -18.79
P 11.65 5.08 -18.14
O 12.81 6.00 -18.51
O 10.14 5.57 -18.55
C 9.01 4.70 -18.32
C 7.61 5.25 -18.75
O 11.55 4.90 -16.55
C 12.54 4.14 -15.88
C 12.72 4.55 -14.45
H 12.44 2.83 -21.13
H 13.25 1.41 -20.76
H 11.70 1.45 -20.08
H 13.10 2.31 -18.25
H 13.65 3.49 -19.19
H 9.16 3.67 -18.65
H 8.96 4.59 -17.24
H 7.62 6.30 -18.45
H 7.61 5.36 -19.83
H 6.74 4.70 -18.39
H 12.33 3.08 -15.98
H 13.51 4.13 -16.37
H 12.28 3.73 -13.89
H 13.79 4.59 -14.24
H 12.15 5.42 -14.11
C 22.09 14.54 -15.89
C 23.05 13.35 -15.78
O 23.08 12.86 -14.40
P 22.15 11.69 -13.78
O 20.76 11.43 -14.27
O 23.09 10.39 -13.82
C 23.06 9.53 -14.87
C 24.08 8.40 -14.52
O 22.28 11.96 -12.13
C 21.47 12.97 -11.52
C 21.70 12.85 -9.98
H 22.47 15.33 -15.24
H 22.07 15.00 -16.88
H 21.04 14.27 -15.78
H 22.60 12.64 -16.47
H 23.94 13.60 -16.35
H 22.13 9.04 -15.13
H 23.41 10.04 -15.77
H 24.04 8.13 -13.46
H 23.90 7.41 -14.94
H 25.12 8.62 -14.73
H 21.92 13.91 -11.85
H 20.42 12.81 -11.79
H 21.24 12.01 -9.45
H 22.78 12.78 -9.83
H 21.33 13.73 -9.46
C 14.43 20.11 -16.66
C 13.81 18.73 -16.82
O 12.59 18.55 -16.07
P 12.43 17.24 -15.18
O 13.35 16.12 -15.52
O 12.60 17.67 -13.63
C 11.58 18.14 -12.89
C 11.72 19.61 -12.75
O 10.91 16.54 -15.39
C 10.53 15.73 -16.54
C 9.68 14.52 -16.16
H 15.43 20.35 -17.04
H 13.79 20.96 -16.91
H 14.66 20.13 -15.59
H 13.65 18.40 -17.84
H 14.54 17.97 -16.54
H 10.57 18.07 -13.29
H 11.60 17.78 -11.86
H 11.87 20.19 -13.66
H 10.81 20.10 -12.39
H 12.57 19.97 -12.18
H 9.92 16.30 -17.24
H 11.52 15.52 -16.94
H 10.15 13.75 -15.55
H 8.74 14.82 -15.69
H 9.51 13.99 -17.09


6.
73
Properties=species:S:1:pos:R:3 method="wB97M-V/def2-TZVPD" lumo_ev=2.5 charge=-1 de_lowest_ev=10.2436 e_tot_ha=-1625.7835 homo_lumo_gap_ev=6.282
I 0.69 3.44 -1.32
C -2.06 3.22 4.79
O -1.25 2.19 4.13
C -1.06 2.42 2.63
C -0.69 1.08 2.02
N -0.54 1.24 0.64
C -0.10 -0.05 0.13
C 0.20 -0.11 -1.36
O 0.71 -1.42 -1.80
C 0.91 -1.54 -3.09
H -3.04 3.16 4.48
H -1.50 4.07 4.78
H -1.84 3.08 5.86
H -0.35 3.27 2.65
H -2.06 2.72 2.04
H -1.66 0.57 2.47
H -0.04 0.50 2.81
H 0.15 1.99 0.40
H -0.77 -0.77 0.41
H 0.88 -0.38 0.74
H 0.88 0.69 -1.42
H -0.56 0.05 -2.11
H 1.63 -0.76 -3.46
H 0.14 -1.46 -3.62
H 1.25 -2.54 -3.42
C -0.99 4.98 -4.30
O -2.17 4.51 -3.51
C -1.85 3.28 -2.96
C -2.97 2.93 -1.89
N -2.84 1.69 -1.31
C -3.95 1.32 -0.46
C -4.08 -0.23 -0.20
O -5.27 -0.33 0.55
C -5.47 -1.61 0.93
H -0.10 5.13 -3.82
H -1.38 5.93 -4.68
H -0.69 4.30 -5.14
H -0.90 3.27 -2.46
H -1.75 2.45 -3.57
H -3.92 3.10 -2.39
H -2.90 3.52 -1.10
H -1.92 1.75 -0.76
H -5.00 1.74 -0.84
H -3.79 1.81 0.54
H -3.24 -0.40 0.47
H -4.12 -0.80 -1.14
H -5.70 -2.29 0.23
H -6.43 -1.45 1.42
H -4.61 -1.78 1.60
C 3.02 1.54 -1.30
O 3.50 0.17 -1.26
C 3.14 -0.57 -0.15
C 3.84 -1.85 -0.23
N 3.47 -2.71 0.80
C 4.29 -3.97 0.78
C 3.68 -4.93 1.85
O 4.50 -6.15 1.88
C 3.97 -7.14 2.59
H 1.88 1.84 -1.01
H 3.42 2.17 -2.13
H 3.28 1.84 -0.41
H 2.05 -0.68 -0.10
H 3.54 -0.01 0.63
H 4.95 -1.63 -0.19
H 3.68 -2.18 -1.21
H 2.41 -2.99 0.99
H 5.24 -3.64 1.24
H 4.25 -4.43 -0.21
H 2.80 -5.01 1.52
H 3.61 -4.63 2.84
H 4.85 -7.82 2.79
H 3.12 -7.76 2.08
H 3.63 -6.90 3.59